Record 1
Computed, not measured: C27H36As4F24N5O as an isolated structure, with wB97M-V/def2-TZVPD.

## Properties
Net charge = +1
LUMO = -6.341 eV
Kohn-Sham gap = 4.34 eV

Geometry as XYZ:
```
97
Properties=species:S:1:pos:R:3:forces:R:3
C -1.430646 -0.166698 1.090664 -0.1934 -0.6165 -0.5396
C -0.324008 -0.452024 0.106069 1.2292 3.6310 -1.5456
O 0.159350 0.385131 -0.670464 -1.3602 -3.7022 2.5815
N 0.227822 -1.865429 0.166154 0.0850 -0.5691 0.2836
H -0.549200 -2.502034 0.271363 -0.6676 -0.3770 0.1175
H 0.594795 -2.103254 -0.744274 0.7199 -0.0075 -0.5684
C 1.182199 -2.166455 1.308773 0.9740 0.5891 0.8339
H -2.109864 -1.017575 1.143502 -0.0043 -0.1442 0.0671
H -2.015449 0.682421 0.736967 0.3741 0.0649 0.1074
H -1.053259 -0.012536 2.101565 0.1793 0.1284 -0.0545
H 1.578901 -3.167824 1.476062 -0.8615 -0.6016 -1.1669
H 0.683269 -1.965221 2.256761 -0.0128 0.5298 -0.2064
H 2.106249 -1.607061 1.162823 -0.4249 0.5589 0.1027
C 12.524735 1.726391 -3.776920 0.4324 -0.6449 0.0278
N 11.338607 2.367645 -3.204732 -0.3208 -2.6033 -1.4919
C 11.396566 3.683645 -3.111223 0.1788 0.8206 1.8961
C 10.424961 4.350932 -2.427094 -2.0317 -0.8255 0.9285
C 9.250350 3.619062 -2.002260 1.8267 0.4053 0.0029
C 9.201898 2.229690 -2.246294 0.4783 0.8270 -0.7323
C 10.276019 1.579188 -2.917889 -2.0737 2.8196 1.1575
C 8.160768 4.357693 -1.282081 -0.6015 1.2249 -0.0970
C 8.356769 5.572059 -0.564177 -0.6278 -0.0108 -0.1672
C 7.263485 6.282028 -0.004188 2.2167 -1.1558 -0.9710
N 6.056660 5.771829 -0.152672 -2.0654 -0.2567 1.4257
C 5.820096 4.632391 -0.781888 0.4819 -1.3330 -0.4108
C 6.829194 3.953209 -1.409893 0.5818 -0.6825 0.3540
C 4.942338 6.341324 0.633625 -1.0650 0.8346 0.3904
H 12.497486 1.794457 -4.864446 0.2409 0.2191 0.1084
H 12.539082 0.673239 -3.496285 -0.0305 0.1324 0.0066
H 13.370789 2.220059 -3.298811 0.1818 -0.1884 -0.4978
H 12.358258 4.133112 -3.310032 -0.0796 0.0574 -0.3746
H 10.578576 5.361688 -2.078983 -0.0753 0.1607 -0.5693
H 8.287532 1.731232 -1.960158 0.2637 -0.5604 -0.0714
H 10.119652 0.576091 -3.286318 0.9022 -0.2257 0.2024
H 9.352087 5.974473 -0.446662 -0.0559 0.0738 0.2118
H 7.346227 7.180021 0.590085 0.1547 0.0332 -0.0906
H 4.887613 4.097628 -0.677564 -0.4380 0.7352 -0.0469
H 6.549227 3.002518 -1.839074 0.1043 0.0502 -0.2992
H 3.968157 5.874093 0.489520 0.3906 -0.4488 -0.7573
H 4.802124 7.380211 0.335041 0.2556 0.0339 0.2787
H 5.063244 6.219425 1.710023 0.7542 0.2059 -0.0563
C -7.740833 4.467625 1.388100 0.4814 -1.5459 0.3902
N -8.105841 3.023695 1.140857 0.7075 -0.2029 -0.1950
C -8.195322 2.129468 2.165505 -0.6443 -0.4125 -1.0195
C -8.517891 0.787317 1.913508 -0.2900 0.3599 -0.9997
C -8.768350 0.365811 0.567877 0.3454 1.0697 1.8182
C -8.626988 1.342433 -0.399091 0.2578 -0.7511 -1.1705
C -8.204566 2.623148 -0.145827 -1.0745 -0.2396 0.9506
C -9.245454 -0.989795 0.196770 -1.0650 -0.5659 -0.5555
C -8.612571 -2.167230 0.600443 -0.3659 0.7111 -0.0580
C -9.161593 -3.387624 0.218943 -0.3427 1.0301 1.0485
N -10.359974 -3.397477 -0.403940 2.2640 -1.5544 1.1357
C -10.974034 -2.331167 -0.836418 -0.0557 1.8300 -0.4792
C -10.422375 -1.092967 -0.581768 0.4200 0.3548 0.5466
C -10.942465 -4.684776 -0.722001 -0.6133 -0.1686 -1.5141
H -7.328707 4.770160 0.425443 -0.3874 0.7656 0.3952
H -6.940468 4.428579 2.127024 0.0231 0.2849 -0.0853
H -8.594454 4.985024 1.825977 0.0625 0.1850 -0.5732
H -8.079371 2.567744 3.145744 0.0476 -0.2640 0.1394
H -8.700756 0.096512 2.723296 0.2878 0.0988 0.2279
H -8.803494 1.030621 -1.417933 0.1339 0.2744 -0.2504
H -8.103418 3.346677 -0.941246 0.1609 0.1136 0.1496
H -7.770778 -2.009239 1.258338 0.3706 -0.8590 -0.1563
H -8.789406 -4.346406 0.548485 0.2223 0.0427 -0.1514
H -11.857737 -2.511740 -1.430435 -0.1739 0.2644 0.1190
H -10.926593 -0.189736 -0.892170 -0.1238 -0.0902 -0.1725
H -10.375074 -5.548219 -0.374701 -0.2143 0.3597 0.3496
H -10.877326 -4.656947 -1.809697 -0.3340 -0.7615 -0.1388
H -11.992242 -4.626978 -0.434364 0.1720 -0.5753 0.1689
As -4.155899 -3.298750 -4.481879 1.8816 0.9455 -2.3160
F -5.821450 -3.812652 -4.180923 0.8930 0.3512 -0.1741
F -4.642948 -2.302202 -5.933593 -0.0732 -0.9817 1.8459
F -2.473292 -2.716795 -4.834622 -1.4539 -0.3265 0.6781
F -3.552688 -4.175395 -3.114463 -0.3795 -0.0381 -0.1181
F -3.805818 -4.659635 -5.576208 -0.8285 0.9881 1.1370
F -4.373481 -1.892677 -3.380255 -0.2466 -0.6446 -0.7159
As 3.244637 -7.094575 -3.034917 -0.0823 -1.7291 0.6144
F 1.843442 -7.181063 -1.862342 1.5025 0.1336 -1.5016
F 3.036065 -5.306846 -3.151071 0.0958 -1.5063 0.1482
F 4.634079 -6.983784 -4.144449 -1.0610 0.1740 0.7968
F 3.593841 -8.898134 -2.901764 -0.8325 2.1222 -0.2420
F 2.123864 -7.415649 -4.414434 1.2396 0.6074 1.5787
F 4.320707 -6.945513 -1.597679 -0.8195 0.4457 -1.3081
As -2.797210 -4.632539 5.940928 1.7292 -1.3605 -0.4100
F -1.000393 -4.840945 6.210610 -2.0049 0.5728 -0.0856
F -2.361357 -4.726884 4.150746 -0.6852 0.4845 1.6042
F -4.518771 -4.562950 5.466617 1.0133 0.3490 0.5903
F -3.046083 -4.491003 7.711244 -0.1857 -0.3973 -1.6758
F -2.690167 -2.900622 5.934638 0.0272 -0.0639 -0.4592
F -2.961018 -6.370345 5.972232 -0.0064 0.6963 0.1818
As 5.652846 2.075477 5.208111 1.1235 -1.2446 0.6336
F 7.269379 1.536449 5.877755 -1.7918 0.9523 -0.8856
F 6.194333 1.494365 3.615126 -0.1243 0.4136 0.7257
F 4.087534 2.427329 4.340821 1.3650 0.0169 1.3757
F 5.257486 2.783811 6.776054 -0.4405 -0.9078 -1.2164
F 6.296152 3.745621 4.857405 -0.5665 -1.5320 -0.3784
F 5.051629 0.394620 5.664980 0.4231 2.5436 -0.7130
```
Forces are in eV/Å.

Record 2
Computed, not measured: a 2-piece molecular cluster, C4H12NO2 overall, with wB97M-V/def2-TZVPD.

## Properties
Relative energy (zero: lowest compared OMol25 entry of this formula, charge and spin) = 37.6 kcal/mol
Multiplicity = 2
Net charge = -2
LUMO (spin up / spin down) = 6.762 / 6.635 eV
Kohn-Sham gap (spin up / spin down) = 2.44 / 6.93 eV

Geometry as XYZ:
```
19
Properties=species:S:1:pos:R:3:forces:R:3
C -1.120640 1.047086 0.823039 0.3579 0.9945 -0.0117
O -1.647018 0.563160 -0.282695 0.5014 -0.7917 -0.7491
C 0.481312 1.328194 0.771491 -1.1351 -0.1545 1.9880
C 1.228484 -0.014861 1.013036 1.0436 -1.5509 -0.0403
C 1.651079 -0.837939 -0.284237 0.4773 0.6538 -0.5407
N 0.755958 -1.927543 -0.635388 -1.5975 1.5232 1.4039
H -1.723727 1.954109 1.074361 0.7067 0.7827 0.4789
H -1.334522 0.395132 1.722921 0.7031 0.0361 -0.0345
H 0.897382 1.855981 -0.128663 -0.7905 -0.5974 0.6169
H 0.642955 2.033848 1.671495 0.1498 -0.8806 -1.0193
H 2.209003 0.170476 1.579591 -1.0584 -0.0666 -0.6490
H 0.663481 -0.814406 1.674433 0.7223 1.9038 -1.1710
H 2.638773 -1.269157 -0.145768 0.3156 -0.3493 0.4682
H 1.882832 -0.165731 -1.173259 -0.6471 -0.1822 1.0014
H 1.099495 -2.672934 -1.195027 0.5366 -0.1506 -0.7554
H -0.150522 -1.518902 -0.902742 0.5277 -0.6053 -0.1273
H -2.649508 0.648089 -1.437724 0.3510 -1.2348 0.2465
H -2.460168 -0.730810 -2.104669 1.8724 -1.5417 0.2357
O -3.064648 -0.043793 -2.040195 -3.0367 2.2116 -1.3412
```
Forces are in eV/Å.

Among the records above, which one has the lowest net charge? C4H12NO2

Among the records above, which one has the highest net charge? C27H36As4F24N5O

Please write out number 2 again, unchanged.
Computed, not measured: a 2-piece molecular cluster, C4H12NO2 overall, with wB97M-V/def2-TZVPD.

## Properties
Relative energy (zero: lowest compared OMol25 entry of this formula, charge and spin) = 37.6 kcal/mol
Multiplicity = 2
Net charge = -2
LUMO (spin up / spin down) = 6.762 / 6.635 eV
Kohn-Sham gap (spin up / spin down) = 2.44 / 6.93 eV

Geometry as XYZ:
```
19
Properties=species:S:1:pos:R:3:forces:R:3
C -1.120640 1.047086 0.823039 0.3579 0.9945 -0.0117
O -1.647018 0.563160 -0.282695 0.5014 -0.7917 -0.7491
C 0.481312 1.328194 0.771491 -1.1351 -0.1545 1.9880
C 1.228484 -0.014861 1.013036 1.0436 -1.5509 -0.0403
C 1.651079 -0.837939 -0.284237 0.4773 0.6538 -0.5407
N 0.755958 -1.927543 -0.635388 -1.5975 1.5232 1.4039
H -1.723727 1.954109 1.074361 0.7067 0.7827 0.4789
H -1.334522 0.395132 1.722921 0.7031 0.0361 -0.0345
H 0.897382 1.855981 -0.128663 -0.7905 -0.5974 0.6169
H 0.642955 2.033848 1.671495 0.1498 -0.8806 -1.0193
H 2.209003 0.170476 1.579591 -1.0584 -0.0666 -0.6490
H 0.663481 -0.814406 1.674433 0.7223 1.9038 -1.1710
H 2.638773 -1.269157 -0.145768 0.3156 -0.3493 0.4682
H 1.882832 -0.165731 -1.173259 -0.6471 -0.1822 1.0014
H 1.099495 -2.672934 -1.195027 0.5366 -0.1506 -0.7554
H -0.150522 -1.518902 -0.902742 0.5277 -0.6053 -0.1273
H -2.649508 0.648089 -1.437724 0.3510 -1.2348 0.2465
H -2.460168 -0.730810 -2.104669 1.8724 -1.5417 0.2357
O -3.064648 -0.043793 -2.040195 -3.0367 2.2116 -1.3412
```
Forces are in eV/Å.